# 1
Density functional theory data (ωB97M-V with the def2-TZVPD basis set) for one molecule with the formula C5H5N3 at a distorted geometry.

The structure (SMILES) is N#C/C=C\NCC#N. For the energy above the lowest of the compared OMol25 structures with the same formula, charge and spin, the calculation gives 140.54 kJ/mol. The max |F| comes out at 6.75 eV/A. Its charge is 0. The calculation puts the HOMO-LUMO gap at 0.33342 Eh. As for the HOMO energy: -0.3298 Ha. The lowest unoccupied orbital energy comes out at 0.10 eV. Its total energy is -9734.0321 eV.

The geometry in XYZ format:
```
13
Properties=species:S:1:pos:R:3:forces:R:3:lowdin_charge:R:1
C -1.9113 0.8983 -1.3152 0.2 1.5 -1.1 -0.2107
C -1.7072 0.3537 0.0158 0.1 -0.8 -0.3 -0.1814
C 0.4028 -0.7907 -0.0773 2.5 0.7 2.9 -0.0721
C 1.7726 -0.8837 0.2645 -3.2 -5.2 -2.9 -0.1304
C 2.5747 0.0610 0.7803 2.1 3.7 1.9 -0.3178
H -2.3567 0.9558 0.6725 0.3 -0.8 0.2 0.1418
H -1.9439 -0.7184 -0.1218 -1.0 0.6 0.8 0.1226
H 0.2312 0.9772 0.6973 0.9 2.7 0.9 0.0999
H -0.2601 -1.5670 -0.4242 0.7 -0.6 -0.4 0.1172
H 2.3015 -1.9022 0.1355 -1.1 1.7 -0.2 0.1341
N -2.0287 1.4791 -2.3017 -0.1 -0.5 0.2 0.1568
N -0.3345 0.2508 0.4350 -0.7 -2.1 -1.4 -0.0073
N 3.2595 0.8861 1.2394 -0.8 -1.0 -0.5 0.1474
```
Positions in Å, forces in eV/Å.

# 2
Density functional theory data (ωB97M-V with the def2-TZVPD basis set) for a 2-piece molecular cluster, C18H36BF10IO5PS overall at a distorted geometry.

The max |F| comes out at 5.01 eV/A. Its charge is -1. The calculation puts the HOMO-LUMO gap at 0.26493 Eh. As for the HOMO energy: -0.1814 Ha. The lowest unoccupied orbital energy comes out at 2.27 eV. Its total energy is -85569.7925 eV.

The geometry in XYZ format:
```
73
Properties=species:S:1:pos:R:3:forces:R:3:lowdin_charge:R:1
C 3.0737 -3.3521 0.4027 -0.3 0.7 -0.2 -0.0749
C 3.2988 -3.4765 -1.1112 -0.4 -0.5 0.6 -0.3996
C 3.4745 -4.9799 -1.4394 -0.1 0.3 0.6 -0.0774
C 2.1766 -2.7983 -1.9252 1.5 0.4 -0.6 -0.3089
C 2.6017 -2.8482 -3.4060 -0.6 0.2 0.1 -0.0776
C 2.1227 -1.3007 -1.5759 -0.3 -0.6 0.2 -0.2428
O 1.3099 -1.0945 -0.4551 -0.1 0.5 -0.6 -0.0707
B 0.9674 0.2712 -0.1679 1.2 -0.4 1.7 -1.2962
F 0.6487 0.3135 1.2147 -0.3 0.0 -0.2 -0.0111
I -1.0105 0.8893 -1.2197 -0.5 0.2 -0.5 0.5301
C 2.1085 1.3875 -0.4517 -0.3 0.0 0.0 -0.1894
C 1.9649 2.6286 0.4411 0.6 -0.1 -0.8 -0.2086
C 2.8999 3.7707 -0.0514 -1.0 0.2 0.5 -0.1791
C 3.9391 4.2568 0.9650 0.0 0.0 -1.0 -0.0883
C 5.0753 3.3250 1.3452 -0.5 0.5 1.0 -0.4468
F 4.7253 2.0395 1.4752 0.1 -0.3 -0.6 0.1411
F 5.4415 3.6956 2.6288 0.3 0.1 0.0 0.0780
C 6.4376 3.4586 0.5957 -0.2 -0.1 0.3 -0.4531
F 7.3185 2.6730 1.2047 0.2 -0.5 0.0 0.1398
F 6.8661 4.7103 0.7697 -0.1 0.5 -0.2 0.1228
S 6.4920 3.1002 -1.2624 1.1 -0.4 -0.2 0.7782
F 7.4520 1.8489 -1.0632 -0.1 -0.1 0.0 -0.1364
F 7.8006 4.0088 -1.3898 -0.1 0.1 -0.1 -0.1441
F 5.5829 4.3675 -1.5316 -0.2 0.0 0.1 -0.1221
F 5.2601 2.1299 -1.1811 -0.3 0.2 0.0 -0.1095
F 6.5552 2.8677 -2.8253 -0.1 0.0 0.1 -0.1172
H 2.0675 -3.7035 0.6428 0.1 -0.2 0.2 0.0888
H 3.0756 -2.3037 0.7027 0.1 0.0 0.1 0.0734
H 3.8323 -3.8810 0.9819 0.0 -0.2 0.0 0.0729
H 4.2279 -2.9367 -1.3234 0.0 -0.1 -0.3 0.1275
H 4.5362 -5.2261 -1.4729 0.0 -0.2 -0.3 0.0714
H 2.9419 -5.3088 -2.3290 0.3 0.0 -0.2 0.0574
H 3.0563 -5.5528 -0.6072 0.0 -0.1 -0.1 0.0651
H 1.2132 -3.2829 -1.7617 0.0 0.1 0.0 0.1525
H 1.7817 -2.4610 -4.0151 0.0 -0.2 -0.2 0.0782
H 3.4468 -2.1744 -3.5745 0.1 -0.1 0.1 0.0827
H 2.8911 -3.8418 -3.7417 -0.1 0.0 -0.1 0.0554
H 1.7990 -0.7124 -2.4452 -0.3 -0.1 0.1 0.1172
H 3.1698 -1.0090 -1.3884 -0.1 0.2 0.1 0.1233
H 2.1213 1.6800 -1.5073 0.1 0.1 0.0 0.0895
H 3.0916 0.9603 -0.2175 0.0 -0.2 -0.1 0.0861
H 2.2202 2.3505 1.4626 -0.2 0.0 0.1 0.1052
H 0.9315 2.9758 0.4152 0.0 0.0 0.1 0.0907
H 2.2400 4.6301 -0.2113 0.2 0.2 -0.1 0.1104
H 3.3068 3.5528 -1.0340 0.2 -0.1 0.1 0.0848
H 3.4285 4.5321 1.8861 0.1 -0.2 0.1 0.1339
H 4.3924 5.1721 0.5769 0.1 0.0 0.2 0.1175
O -6.2707 0.5669 2.2673 -1.0 1.4 -1.7 -0.2332
P -5.8415 -0.3580 1.2021 2.6 -3.6 2.3 0.4674
O -6.7144 -1.7263 1.3362 -0.2 0.7 -0.5 -0.1798
C -8.0551 -1.7064 1.8107 -0.3 -0.2 0.3 -0.2875
C -9.0624 -1.6284 0.6794 0.1 0.1 -0.1 -0.0797
O -4.3776 -0.8600 1.6095 -0.2 0.1 -0.2 -0.1878
C -3.6301 -0.2362 2.6571 0.2 0.0 0.3 -0.2662
C -3.8143 -0.9787 3.9657 -0.1 -0.2 0.0 -0.0766
O -5.4652 -0.4473 -0.3447 -1.1 1.6 -0.1 -0.1613
C -6.4433 -0.2978 -1.3741 -0.2 0.0 -0.4 -0.2636
C -7.1647 1.0343 -1.3164 0.1 0.1 0.1 -0.0813
H -8.2104 -0.8887 2.5167 0.2 0.1 0.0 0.1059
H -8.1983 -2.6399 2.3586 0.1 0.0 0.0 0.1159
H -8.9630 -0.6899 0.1302 0.0 0.0 0.0 0.0579
H -10.0798 -1.6838 1.0703 0.0 0.0 0.0 0.0757
H -8.9191 -2.4473 -0.0271 0.0 0.0 0.0 0.0780
H -3.9034 0.8131 2.7555 -0.2 0.0 0.0 0.1066
H -2.5829 -0.2651 2.3558 -0.1 -0.1 -0.2 0.1204
H -4.8699 -1.1620 4.1719 0.0 0.2 0.0 0.0690
H -3.3879 -0.4113 4.7943 0.0 0.0 0.0 0.0737
H -3.3225 -1.9519 3.9226 0.0 0.0 0.0 0.0740
H -7.1410 -1.1388 -1.3453 0.0 0.0 0.2 0.1007
H -5.9010 -0.3773 -2.3157 0.1 0.0 0.1 0.1236
H -7.6077 1.2084 -0.3310 0.0 0.0 -0.1 0.0630
H -7.9585 1.0690 -2.0635 0.0 0.0 0.0 0.0795
H -6.4701 1.8515 -1.5113 0.0 0.0 0.0 0.0853
```
Positions in Å, forces in eV/Å.

# 3
Density functional theory data (ωB97M-V with the def2-TZVPD basis set) for a 3-piece molecular cluster, C12H25N3O3 overall at a distorted geometry.

For the energy above the lowest of the compared OMol25 structures with the same formula, charge and spin, the calculation gives 1020.67 kJ/mol. The max |F| comes out at 6.42 eV/A. Its charge is 0. The calculation puts the HOMO-LUMO gap at 0.35206 Eh. As for the HOMO energy: -0.3430 Ha. The lowest unoccupied orbital energy comes out at 0.25 eV. Its total energy is -23453.1829 eV.

The geometry in XYZ format:
```
43
Properties=species:S:1:pos:R:3:forces:R:3:lowdin_charge:R:1
C -0.7113 -0.7500 1.4721 5.5 -0.8 0.8 -0.5115
C 0.3142 0.1183 0.7526 1.1 -0.9 0.3 -0.4251
C -1.3147 -1.6044 0.4457 -0.2 -0.1 -2.9 -0.2379
C -2.1090 -2.7415 1.0212 -2.4 -1.6 -1.7 -0.2214
C -1.4660 -3.8002 2.0184 -0.8 -1.7 -2.4 -0.1750
C -0.2503 -4.6856 1.4236 -0.9 2.7 -2.6 -0.3452
C 0.8280 2.3539 -0.1080 -3.0 -1.2 -1.0 -0.1774
C 1.0494 3.5892 0.6104 1.5 -2.0 3.7 -0.5439
C 0.2337 2.7658 -1.6039 -4.9 0.4 3.1 -0.1238
C 1.0817 2.4709 -2.7015 3.7 -3.2 -2.8 -0.6312
C 2.2096 3.4855 -2.7372 3.2 3.6 -1.3 -0.1345
C 0.4516 2.0640 -4.0522 1.5 5.9 -2.1 -0.0983
H -1.3844 -0.2291 3.3864 -1.6 0.7 -4.2 0.1787
H -2.6468 0.0057 1.7496 4.0 -0.1 3.0 0.2003
H 0.0327 -1.3020 2.1631 -1.2 0.2 -1.0 0.1819
H -2.0056 -0.7814 -0.0164 0.5 -1.8 0.0 0.1465
H -0.6344 -1.9818 -0.4394 -0.9 1.1 2.1 0.1577
H -2.9609 -2.1597 1.5142 0.6 -1.6 -0.3 0.0998
H -2.5448 -3.3204 0.0055 0.7 1.3 3.0 0.1634
H -2.2542 -4.5440 2.3183 0.4 0.8 -0.4 0.1062
H -1.2238 -3.3261 2.9311 0.9 0.5 0.9 0.0687
H -0.5060 -5.3313 0.4918 -0.4 0.7 1.7 0.1226
H 0.4031 -3.9053 0.8636 -0.5 -1.1 1.3 0.1194
H 1.4045 -5.6873 1.9923 -1.9 1.0 1.3 0.1036
H 0.0753 -6.2768 2.8134 0.5 2.6 -1.0 0.1129
H -0.7525 1.8963 1.4790 2.4 -2.3 -2.7 0.2118
H 1.6096 1.6564 -0.2363 2.2 0.3 -0.7 0.1357
H 0.1845 3.9394 -1.7148 -0.6 -2.3 0.9 0.1411
H -0.9380 2.3027 -1.6999 3.2 1.2 0.3 0.1755
H 1.7355 1.4999 -2.8038 -1.3 0.9 2.3 0.1411
H 2.5021 4.3255 -1.5322 -0.9 -3.3 -4.0 0.2004
H 1.8729 4.5826 -3.6247 1.2 -3.5 2.5 0.1560
H 3.2406 2.7606 -3.1292 -2.7 3.2 1.0 0.1269
H -0.0925 3.0119 -4.6239 1.1 -2.3 1.4 0.1289
H 1.3430 1.8059 -4.6846 -1.3 -0.1 0.2 0.0852
H -0.2338 1.3283 -3.8868 -1.7 -2.2 0.1 0.0242
H 0.6333 2.6620 2.3048 2.2 3.3 -1.0 0.1678
N -1.5381 0.0078 2.2626 -5.3 0.8 3.0 -0.0140
N 0.4915 -5.3202 2.4601 2.1 -3.8 0.2 -0.0724
N 0.0987 1.4822 0.8136 -3.1 0.5 0.8 0.0447
O 1.2966 -0.4844 0.2774 -1.4 2.2 0.0 0.0429
O 1.3651 4.5272 0.0276 1.0 5.2 -1.6 0.1098
O 1.1095 3.5895 1.9968 -2.4 -3.4 0.1 0.0580
```
Positions in Å, forces in eV/Å.

# 4
Density functional theory data (ωB97M-V with the def2-TZVPD basis set) for C33H38BrF6N4O3PbS3Sb as an isolated structure.

For the energy above the lowest of the compared OMol25 structures with the same formula, charge and spin, the calculation gives 53.58 kJ/mol. The max |F| comes out at 0.40 eV/A. Its charge is -1. The calculation puts the HOMO-LUMO gap (alpha / beta) at 0.29648 / 0.27174 Eh. As for the HOMO energy (alpha / beta): -0.2219 / -0.2331 Ha. The lowest unoccupied orbital energy (alpha / beta) comes out at 2.03 / 1.05 eV. Its total energy is -177587.1903 eV. The multiplicity is 2.

The geometry in XYZ format:
```
90
Properties=species:S:1:pos:R:3:forces:R:3:lowdin_charge:R:1
Pb 0.1303 -0.5495 -0.3255 0.0 0.0 0.1 1.4663
N -0.1661 -0.9545 -2.8654 -0.1 0.0 0.1 -0.0593
C -1.5320 -1.2161 -3.3139 0.0 0.0 0.0 -0.2440
C -2.4554 -0.0719 -2.9093 0.1 0.0 -0.1 -0.2656
N -2.4222 0.1575 -1.4683 0.1 -0.1 0.2 -0.0289
H 0.2437 -0.1745 -3.3733 0.1 0.0 0.1 0.0431
H 0.4531 -1.7514 -2.9778 0.0 0.0 -0.1 0.0720
H -1.8706 -2.1555 -2.8666 0.0 0.0 0.1 0.1125
H -1.5996 -1.3299 -4.4011 0.0 0.0 0.0 0.1164
H -3.4640 -0.2737 -3.2904 0.0 -0.1 0.0 0.1080
H -2.1013 0.8380 -3.4027 0.0 0.0 0.0 0.1072
H -2.8425 -0.6179 -0.9605 0.0 0.0 0.0 0.0132
H -2.9391 0.9878 -1.2044 0.0 0.0 0.0 0.0761
Br 1.2967 0.3302 3.3619 0.0 0.0 0.0 0.7744
C 1.4883 -1.5141 2.9277 0.0 0.0 0.0 -0.7163
C 1.5066 -2.4522 3.9439 0.0 0.0 0.0 -0.1106
C 1.6658 -3.7765 3.5665 0.0 0.0 0.0 -0.0486
C 1.7965 -4.0968 2.2254 0.0 0.0 0.0 0.0134
C 1.7328 -3.0746 1.2922 -0.1 -0.1 0.0 -0.1807
N 1.5862 -1.7977 1.6519 0.0 0.0 0.0 0.0168
C 1.7609 -3.3875 -0.2030 0.1 0.0 0.0 -0.6259
O 2.2017 -4.4737 -0.5469 -0.1 0.0 0.0 0.0508
O 1.2894 -2.4702 -0.9644 -0.1 0.0 0.0 -0.2217
H 1.3817 -2.1551 4.9742 0.0 0.0 0.0 0.0985
H 1.6753 -4.5530 4.3210 0.0 0.0 0.0 0.1108
H 1.9195 -5.1101 1.8721 0.0 0.0 0.0 0.1209
F 1.6333 1.3834 -3.2025 0.0 0.0 0.0 -0.3709
Sb 2.6701 1.2462 -4.8089 -0.1 0.1 0.0 1.3541
F 3.0239 3.1014 -4.7090 0.0 0.0 0.0 -0.3708
F 4.2081 0.9058 -3.7637 0.0 0.0 0.0 -0.3601
F 3.6570 1.0947 -6.4085 0.0 0.0 0.0 -0.3694
F 2.2590 -0.6036 -4.8305 0.0 0.0 0.0 -0.3646
F 1.0791 1.5793 -5.7846 0.0 0.0 0.0 -0.3797
C 1.3588 6.8487 0.7377 0.0 0.0 0.0 -0.0533
C 0.9132 5.5329 0.1549 0.1 0.0 0.0 -0.2639
C -0.3089 5.4218 -0.5004 0.0 0.0 0.0 -0.0083
C -0.7395 4.2078 -1.0376 0.0 -0.1 0.0 -0.2566
C -2.0591 4.1172 -1.7553 0.0 0.0 0.0 -0.0460
C 0.0626 3.0952 -0.8895 0.0 0.1 0.0 0.0081
C 1.3199 3.1646 -0.2459 0.1 -0.2 0.2 -0.2691
C 1.7262 4.4164 0.2647 0.0 0.1 0.0 0.0128
N 2.0020 1.9907 -0.1393 -0.1 0.2 -0.2 0.1259
C 3.4552 1.9456 0.0129 0.0 -0.1 0.0 -0.6032
C 4.1571 2.8785 -0.9849 0.0 0.0 0.0 -0.0301
C 3.8781 2.2460 1.4720 0.0 0.0 0.0 -0.0490
C 3.8477 0.5035 -0.3186 0.0 0.0 0.0 -0.0497
H 0.7024 7.6604 0.4249 0.0 0.0 0.0 0.0699
H 2.3739 7.0929 0.4214 0.0 0.0 0.0 0.0789
H 1.3546 6.8154 1.8293 0.0 0.0 0.0 0.0797
H -0.9355 6.3017 -0.6068 0.0 0.0 0.0 0.1145
H -2.2397 5.0066 -2.3598 0.0 0.0 0.0 0.0774
H -2.8867 4.0270 -1.0465 0.0 0.0 0.0 0.0814
H -2.0836 3.2520 -2.4167 0.0 0.0 0.0 0.0636
H -0.2314 2.1532 -1.3327 0.0 0.0 0.0 0.0585
H 2.6778 4.5142 0.7657 0.0 0.0 0.0 0.1002
H 4.0057 3.9317 -0.7554 0.0 0.0 0.0 0.0666
H 3.7979 2.6885 -1.9960 0.0 0.0 0.0 0.0635
H 5.2292 2.6748 -0.9645 0.0 0.0 0.0 0.0894
H 3.1985 2.9270 1.9814 0.0 0.0 0.0 0.0587
H 4.8779 2.6848 1.4818 0.0 0.0 0.0 0.0823
H 3.9024 1.3261 2.0550 0.0 0.0 0.0 0.0463
H 3.6083 0.2676 -1.3565 0.0 0.0 0.0 0.0726
H 3.3140 -0.1872 0.3380 0.0 0.0 0.0 0.0535
H 4.9210 0.3587 -0.1740 0.0 0.0 0.0 0.0912
O -1.3572 -1.7333 0.9358 -0.1 0.0 -0.4 -0.3946
C -2.3275 -2.5416 1.4684 0.0 0.0 0.1 -0.6021
C -2.2593 -3.9591 0.8867 0.1 0.0 0.0 -0.5145
C -1.4507 -4.3416 -0.1381 0.0 0.0 0.0 -0.1125
C -1.6312 -5.6976 -0.5286 0.0 0.0 0.0 -0.1633
C -2.5965 -6.3200 0.1970 0.0 0.0 0.0 -0.4157
S -3.2879 -5.2668 1.3571 0.0 0.0 0.0 0.9784
C -3.7152 -1.9659 1.1228 0.0 0.0 0.0 -0.4364
C -4.3737 -0.9117 1.6843 0.0 0.0 0.0 -0.1180
C -5.5361 -0.5225 0.9630 0.0 0.0 0.0 -0.1912
C -5.7468 -1.2937 -0.1386 0.0 0.0 0.0 -0.4228
S -4.5423 -2.4979 -0.2962 0.0 0.0 0.0 1.0405
C -2.1310 -2.5313 2.9940 0.1 -0.1 0.0 -0.4303
C -1.8483 -1.4104 3.7197 0.1 0.0 0.0 -0.1685
C -1.6168 -1.6657 5.0961 0.0 0.0 0.0 -0.2016
C -1.7151 -2.9899 5.3973 0.0 0.0 0.0 -0.4322
S -2.0841 -3.9199 4.0121 0.0 0.0 0.0 1.0150
H -0.7548 -3.6637 -0.6050 0.1 0.0 0.0 0.0907
H -1.0548 -6.1746 -1.3080 0.0 0.0 0.0 0.1059
H -2.9345 -7.3412 0.1226 0.0 0.0 0.0 0.0578
H -4.0407 -0.4257 2.5887 0.0 0.0 0.0 0.1044
H -6.1896 0.2854 1.2619 0.0 0.0 0.0 0.0951
H -6.5592 -1.2346 -0.8452 0.0 0.0 0.0 0.0578
H -1.7461 -0.4388 3.2591 0.0 0.0 0.0 0.0978
H -1.3759 -0.9008 5.8212 0.0 0.0 0.0 0.0996
H -1.5914 -3.4658 6.3572 0.0 0.0 0.0 0.0575
```
Positions in Å, forces in eV/Å.

Q: What is the max |F| in the second record?
A: 5.01 eV/A